(1)
This record from the Open Molecules 2025 dataset describes C4H4O in the gas phase in a non-equilibrium geometry. The level of theory is ωB97M-V with the def2-TZVPD basis set.

energy relative to the best compared isomer or geometry (same formula, charge and spin)	3.180	eV
HOMO-LUMO gap (spin up / spin down)	8.8446 / 7.3817	eV
spin multiplicity	3

Cartesian coordinates (Å):
C -1.372 -0.570 -0.371
C -2.336 -1.317 -0.058
C -0.279 0.442 -0.088
C 1.079 0.049 0.323
O -0.664 0.072 -1.329
H -0.866 1.348 0.217
H 1.725 -0.182 -0.504
H 1.166 -0.729 0.958
H 1.546 0.886 0.851

Cartesian forces, eV/Å:
6.42 4.29 -1.39
-5.00 -3.85 1.16
-1.84 0.80 3.50
0.92 3.34 -0.65
-2.00 -1.63 -3.98
1.71 -0.21 0.08
0.04 0.04 -0.75
-0.31 -2.79 2.14
0.07 0.01 -0.11

These are the Mulliken partial charges, in e, on atoms 1 to 6: 0.526, -0.693, 0.396, -1.253, -0.355, 0.354

---

(2)
This record from the Open Molecules 2025 dataset describes C24H43AsN4O2S5Si2V as an isolated structure. The level of theory is ωB97M-V with the def2-TZVPD basis set.

total charge	+1
HOMO-LUMO gap (spin up / spin down)	7.1360 / 5.6212	eV
spin multiplicity	3

Cartesian coordinates (Å):
V -0.586 -1.719 -1.093
C -1.353 -4.996 -1.625
C -2.323 -4.645 -0.508
S -1.895 -3.131 0.427
C -0.717 -3.801 1.655
C 0.712 -3.914 1.155
S 1.198 -2.326 0.393
C 2.570 -2.913 -0.661
C 2.802 -1.924 -1.789
S 1.282 -1.351 -2.632
C 1.121 -2.617 -3.940
C 0.476 -3.916 -3.480
S -1.061 -3.481 -2.599
H -1.779 -5.770 -2.264
H -0.401 -5.355 -1.234
H -2.430 -5.473 0.193
H -3.310 -4.435 -0.922
H -1.084 -4.766 2.006
H -0.765 -3.108 2.496
H 0.809 -4.703 0.409
H 1.384 -4.140 1.984
H 2.302 -3.899 -1.044
H 3.473 -3.011 -0.057
H 3.474 -2.344 -2.538
H 3.258 -1.015 -1.400
H 2.102 -2.802 -4.379
H 0.502 -2.141 -4.702
H 1.130 -4.466 -2.801
H 0.247 -4.552 -4.335
N -4.251 0.642 5.514
C -3.482 0.824 4.398
C -2.796 -0.259 3.824
C -1.993 -0.068 2.724
C -1.856 1.207 2.183
C -2.531 2.290 2.731
C -3.337 2.099 3.833
S -0.853 1.441 0.789
O -0.936 2.805 0.357
O 0.538 1.063 1.283
N -1.135 0.336 -0.290
C -2.282 0.396 -1.050
N -3.216 1.324 -0.906
C -4.247 1.249 -1.745
C -4.361 0.265 -2.713
C -3.353 -0.683 -2.754
N -2.318 -0.630 -1.926
H -4.519 -0.291 5.772
H -4.890 1.369 5.785
H -2.906 -1.248 4.252
H -1.469 -0.901 2.272
H -2.427 3.269 2.284
H -3.867 2.938 4.266
H -5.011 2.010 -1.630
H -5.200 0.227 -3.389
H -3.368 -1.512 -3.452
C 4.551 3.520 0.973
Si 3.070 2.689 1.750
C 3.598 1.496 3.085
C 1.827 3.898 2.431
As 2.060 1.296 0.093
Si 1.490 2.899 -1.596
C 3.100 2.650 -2.535
C 1.308 4.680 -1.081
C 0.061 2.363 -2.666
H 5.092 4.078 1.742
H 4.270 4.226 0.191
H 5.246 2.794 0.548
H 4.038 2.031 3.930
H 4.337 0.786 2.710
H 2.740 0.931 3.455
H 2.293 4.476 3.234
H 0.971 3.370 2.854
H 1.461 4.594 1.678
H 3.987 2.784 -1.912
H 3.165 3.378 -3.348
H 3.139 1.653 -2.980
H 2.181 5.051 -0.543
H 0.423 4.818 -0.462
H 1.191 5.290 -1.981
H 0.069 1.287 -2.845
H 0.148 2.869 -3.633
H -0.891 2.647 -2.218

Cartesian forces, eV/Å:
-0.02 -0.13 0.04
0.01 -0.01 0.02
-0.01 -0.01 -0.01
0.04 0.03 -0.02
0.00 -0.01 -0.01
0.01 -0.01 0.01
-0.11 0.03 -0.07
0.01 -0.02 0.02
0.01 -0.02 -0.02
0.00 0.02 0.00
-0.01 -0.03 0.00
0.02 0.02 0.00
0.04 0.01 0.01
0.00 0.00 0.00
0.00 0.00 0.00
0.00 0.00 0.00
0.00 0.00 0.00
0.00 0.00 0.00
0.00 0.00 0.00
0.00 0.00 0.00
0.00 0.00 0.00
0.00 0.00 0.00
0.00 0.00 0.00
0.00 0.01 0.00
0.00 0.01 0.01
0.00 0.00 0.00
0.00 0.00 0.00
0.00 0.00 0.00
0.00 0.00 0.00
-0.01 0.00 0.00
0.00 0.01 0.00
0.01 0.00 -0.01
-0.02 0.00 0.01
0.01 -0.02 -0.01
-0.01 -0.01 0.01
0.01 0.00 0.00
0.04 -0.07 -0.04
0.01 0.02 0.00
-0.02 0.02 -0.02
-0.02 0.10 0.04
-0.03 0.01 -0.01
0.00 0.00 -0.01
0.01 0.00 0.01
0.01 -0.02 -0.01
-0.02 -0.01 -0.01
0.06 0.04 0.06
0.00 0.00 0.00
0.00 0.00 0.00
0.00 0.00 0.00
0.00 0.01 0.00
0.00 0.00 0.00
0.00 0.00 0.00
0.00 0.00 0.00
0.00 0.00 0.00
0.00 0.00 0.00
0.02 0.03 0.01
-0.01 -0.01 -0.01
0.01 -0.02 0.00
0.00 0.03 0.02
0.00 0.01 0.00
0.03 -0.03 -0.01
0.01 0.00 -0.01
-0.01 0.01 0.01
-0.01 0.00 0.00
0.00 0.00 -0.01
0.00 0.00 -0.01
-0.01 0.00 -0.01
0.00 0.01 0.00
0.00 0.00 0.01
0.00 0.00 0.00
0.00 0.00 0.00
0.00 0.00 -0.01
-0.01 0.00 0.00
0.00 0.00 0.00
0.00 0.01 0.00
0.00 -0.01 0.01
0.00 0.01 0.00
0.00 0.01 0.00
0.00 -0.01 -0.01
-0.01 -0.01 0.00
0.01 0.00 0.00
-0.01 -0.01 0.00

These are the Mulliken partial charges, in e, on atoms 1 to 6: 0.263, -0.606, -1.003, 0.167, -0.908, -0.762

---

(3)
This record from the Open Molecules 2025 dataset describes a 2-piece molecular cluster, C22H27F2Si overall in a non-equilibrium geometry. The level of theory is ωB97M-V with the def2-TZVPD basis set.

total charge	+1
energy relative to the best compared isomer or geometry (same formula, charge and spin)	0.000	eV
HOMO-LUMO gap	4.9140	eV
spin multiplicity	1

Cartesian coordinates (Å):
C -3.433 -0.198 3.275
C -2.193 -0.030 2.466
C -1.407 -1.102 2.193
C -0.138 -1.022 1.432
Si 1.315 -0.348 2.482
C 2.893 -0.660 1.512
C 1.036 1.496 2.717
C 1.343 -1.224 4.141
H -4.080 0.657 3.069
H -3.958 -1.134 3.020
H -3.243 -0.230 4.359
H -1.825 0.976 2.280
H -1.715 -2.101 2.542
H 0.193 -2.014 1.094
H -0.209 -0.338 0.572
H 3.744 -0.148 1.981
H 3.117 -1.734 1.459
H 2.791 -0.287 0.484
H 1.901 1.938 3.233
H 0.908 2.016 1.757
H 0.138 1.695 3.319
H 2.070 -0.762 4.824
H 0.357 -1.188 4.623
H 1.613 -2.282 4.027
F -8.330 4.824 -1.707
C -8.355 3.859 -0.725
C -9.584 3.262 -0.446
C -9.593 2.250 0.531
C -8.426 1.869 1.179
C -7.167 2.466 0.870
C -5.947 1.952 1.415
C -4.704 2.581 1.260
C -3.478 1.951 1.003
C -2.345 2.760 0.590
C -2.196 4.069 1.113
C -1.172 4.879 0.630
F -1.012 6.125 1.188
C -0.264 4.458 -0.341
C -0.393 3.149 -0.820
C -1.419 2.317 -0.385
C -7.173 3.532 -0.078
H -10.490 3.572 -0.956
H -10.539 1.763 0.778
H -8.456 1.079 1.937
H -6.006 1.010 1.969
H -4.721 3.680 1.253
H -3.464 0.893 0.735
H -2.867 4.433 1.895
H 0.520 5.124 -0.687
H 0.314 2.780 -1.561
H -1.586 1.340 -0.846
H -6.256 4.061 -0.336

Cartesian forces, eV/Å:
-0.47 -0.04 0.25
1.32 -1.94 0.66
-0.83 0.97 -0.19
0.80 -0.04 0.16
-0.12 -0.09 -0.06
-0.03 0.08 0.06
0.04 0.12 0.08
0.02 -0.02 0.05
-0.32 -0.19 0.36
0.13 0.40 0.05
-0.03 0.18 -0.29
0.08 -0.24 -0.06
0.00 0.54 -0.18
-0.21 0.22 -0.18
-0.02 -0.29 0.10
-0.15 -0.16 -0.15
-0.02 0.22 0.02
0.07 -0.04 0.17
-0.27 -0.03 -0.12
0.09 -0.11 0.14
0.23 -0.05 -0.04
-0.16 -0.13 -0.16
0.17 0.05 -0.06
-0.01 0.19 0.01
0.10 -0.99 1.18
0.17 0.87 -0.72
0.66 -0.51 0.64
-0.15 0.26 -0.08
0.48 -0.37 0.06
-0.86 0.53 -0.04
-0.04 0.07 -0.17
0.55 0.10 0.41
-1.37 0.87 -1.43
0.61 0.78 0.00
0.28 -0.04 -0.30
-0.02 0.57 0.82
-0.26 -1.27 -0.70
-0.39 -0.48 0.30
-0.06 0.16 -0.14
-0.55 -0.13 0.30
-0.10 -0.15 -0.11
0.20 -0.04 0.00
0.36 0.16 -0.03
-0.03 0.27 -0.36
0.05 -0.01 -0.45
-0.01 -0.56 -0.34
0.02 0.22 0.39
0.38 0.02 -0.24
-0.11 -0.10 0.10
-0.21 0.13 0.13
0.30 0.21 0.23
-0.31 -0.18 -0.08

These are the Mulliken partial charges, in e, on atoms 1 to 6: -1.501, 0.479, -0.457, -0.454, 0.140, -1.035

---

(4)
This record from the Open Molecules 2025 dataset describes a 2-piece molecular cluster, C4H8O overall. The level of theory is ωB97M-V with the def2-TZVPD basis set.

energy relative to the best compared isomer or geometry (same formula, charge and spin)	6.438	eV
HOMO-LUMO gap	8.2542	eV
spin multiplicity	1

Cartesian coordinates (Å):
C -1.596 0.489 0.740
C -1.174 -0.664 0.026
C 0.762 -0.382 -0.768
C 1.744 0.482 -0.102
O 1.643 -0.894 0.225
H -2.273 1.199 0.281
H -1.330 0.602 1.784
H -0.411 0.348 -0.096
H -1.651 -0.908 -0.921
H -0.733 -1.498 0.568
H 0.959 -0.726 -1.788
H 2.648 0.784 -0.632
H 1.413 1.169 0.684

Cartesian forces, eV/Å:
-0.27 0.04 0.20
-0.13 -0.13 0.02
0.04 0.05 -0.19
0.09 0.34 -0.01
0.05 -0.16 0.07
0.12 -0.11 0.03
-0.03 -0.03 -0.17
0.33 -0.03 -0.16
0.10 0.04 0.17
-0.10 0.14 -0.08
-0.08 0.05 0.15
-0.14 -0.07 0.10
0.04 -0.13 -0.13

These are the Mulliken partial charges, in e, on atoms 1 to 6: -0.915, -0.158, -0.292, -0.432, -0.388, 0.290